Record 1
The following is a DFT calculation (wB97M-V/def2-TZVPD) of a single C3H6O2S molecule.

Output
Total charge: 0
Frontier orbital gap, hartree: 0.3533
SMILES: COC(=S)OC
HOMO energy, eV: -8.759

Bonds (Å) are listed after each position.
Element x y z (Å)
1 C -1.74 1.58 -0.14  H4 1.104, H5 1.071, H6 1.097, O10 1.437
2 C 0.13 0.20 -0.08  O10 1.304, O11 1.299, S12 1.742
3 C 2.15 -0.97 -0.04  H7 1.064, H8 1.086, H9 1.121, O11 1.445
4 H -2.26 0.79 -0.71  C1 1.104
5 H -2.03 2.55 -0.50  C1 1.071
6 H -2.03 1.48 0.91  C1 1.097
7 H 1.92 -1.33 0.93  C3 1.064
8 H 3.21 -0.79 -0.16  C3 1.086
9 H 1.74 -1.72 -0.76  C3 1.121
10 O -0.32 1.41 -0.28  C1 1.437, C2 1.304
11 O 1.42 0.27 -0.21  C2 1.299, C3 1.445
12 S -0.79 -1.21 0.36  C2 1.742

---

Record 2
The following is a DFT calculation (wB97M-V/def2-TZVPD) of a single C3H6O2S2 molecule.

Output
Total charge: 0
Frontier orbital gap, hartree: 0.3331
SMILES: O=C(O)CCSS
HOMO energy, eV: -8.590

Bonds (Å) are listed after each position.
Element x y z (Å)
1 C -0.21 0.37 -0.94  C2 1.515, C5 1.511, H8 1.104, H9 1.084
2 C 0.02 -0.31 -2.28  C1 1.515, O3 1.351, O4 1.193
3 O 1.20 -0.97 -2.21  C2 1.351, H10 0.974
4 O -0.68 -0.20 -3.24  C2 1.193
5 C -0.80 -0.62 0.04  C1 1.511, S6 1.879, H11 1.092, H12 1.085
6 S -0.45 -0.45 1.88  C5 1.879, S7 2.041
7 S 0.64 1.25 2.16  S6 2.041, H13 1.361
8 H 0.78 0.68 -0.57  C1 1.104
9 H -0.77 1.29 -1.02  C1 1.084
10 H 1.64 -1.27 -3.02  O3 0.974
11 H -0.34 -1.61 -0.02  C5 1.092
12 H -1.87 -0.75 -0.01  C5 1.085
13 H -0.19 1.72 3.13  S7 1.361